No. 1
The following is a DFT calculation (ωB97M-V with the def2-TZVPD basis set) of C4H9IS in the gas phase at a distorted geometry.

```
15
Properties=species:S:1:pos:R:3:forces:R:3:mulliken_charge:R:1
I -2.6685 -0.3865 -1.1630 0.774 -0.024 0.575 0.060
S 0.6854 1.1952 -1.7426 -0.328 -0.324 0.177 -0.196
C -0.9589 0.6541 1.2335 -1.964 0.102 -0.302 -1.049
C 0.4641 -0.3506 -0.7801 -0.938 0.186 -1.757 0.021
C 1.6262 -0.4693 0.1611 0.823 -2.148 1.032 -1.173
C -0.8156 -0.3686 0.0573 1.121 -0.726 -0.170 -0.611
H -0.1161 1.1749 1.7489 -0.072 -1.448 -0.401 0.407
H -0.6541 -1.4528 0.2762 -1.267 0.761 1.131 0.454
H -1.4525 1.5862 0.8286 -0.089 -1.232 0.353 0.328
H 2.0043 -1.5947 0.2989 -1.027 2.470 0.023 0.274
H 2.4381 0.0694 -0.2825 0.787 0.177 0.038 0.397
H -1.6569 0.0793 1.9337 0.968 1.462 -0.460 0.269
H -0.5751 1.0170 -2.1471 -0.109 0.598 -0.521 0.095
H 0.3370 -1.1926 -1.5462 0.587 1.040 1.123 0.443
H 1.3426 0.0389 1.1233 0.735 -0.893 -0.841 0.282
```
Positions in Å, forces in eV/Å.

Properties
SMILES string: C[C@H](S)[C@@H](C)I
Kohn-Sham gap: 9.4 eV

---

No. 2
The following is a DFT calculation (ωB97M-V with the def2-TZVPD basis set) of C4H10OS2 in the gas phase at a distorted geometry.

```
17
Properties=species:S:1:pos:R:3:forces:R:3:mulliken_charge:R:1
S -0.1785 -0.0606 1.3217 -0.794 -2.563 -2.540 -0.092
S -1.3136 -1.3350 -0.5390 0.975 0.976 2.823 -0.103
O 2.9670 1.0468 -0.0253 0.439 -0.358 0.587 -0.507
C 0.7974 1.0628 -1.1176 1.321 -1.032 -0.198 -0.282
C 2.1552 0.3449 -0.9244 -0.244 1.646 -2.143 -0.514
C 0.1257 1.2916 0.2219 0.597 1.945 0.310 -0.865
C -2.9103 -0.9880 0.3218 -0.582 -3.089 -3.030 -0.758
H 0.2770 0.3650 -1.7635 -0.717 0.138 0.005 0.272
H 0.8434 1.9235 0.8497 -1.119 -0.309 -0.812 0.349
H -3.1087 -1.8220 1.0218 0.269 1.362 0.424 0.268
H 2.6693 0.5321 -1.8972 -0.230 -0.862 0.525 0.329
H -3.6909 -1.1711 -0.4967 0.876 0.706 1.003 0.311
H 1.9834 -0.7180 -0.7606 0.448 -0.055 0.427 0.287
H -0.8272 1.7998 0.1013 0.102 0.431 -0.031 0.339
H -2.7240 0.0273 0.4962 -0.940 1.173 1.297 0.285
H 2.7040 0.7938 0.8580 0.057 -0.076 0.462 0.328
H 1.0033 1.9565 -1.7407 -0.456 -0.035 0.891 0.352
```
Positions in Å, forces in eV/Å.

Properties
SMILES string: CSSCCCO
Kohn-Sham gap: 7.9 eV

---

No. 3
The following is a DFT calculation (ωB97M-V with the def2-TZVPD basis set) of 2 unconnected molecules or ions with the total composition CHNO4 at a distorted geometry.

```
7
Properties=species:S:1:pos:R:3:forces:R:3:mulliken_charge:R:1
O -0.5193 0.1931 0.1775 1.564 -0.347 0.213 -0.394
O 1.4330 -0.2189 -0.6906 4.193 -1.397 -4.197 -0.036
O 2.7588 -0.5335 -0.3602 -2.706 0.703 -0.145 -0.130
O -2.9315 0.6409 0.0994 -1.694 3.304 3.948 -0.142
N -2.6938 -0.0351 -0.7352 0.660 -3.251 -4.166 0.176
C 0.6475 -0.0303 0.3090 -1.127 1.084 3.819 0.209
H 1.3054 -0.0162 1.1999 -0.890 -0.096 0.528 0.317
```
Positions in Å, forces in eV/Å.

Properties
Kohn-Sham gap (spin up / spin down): 12.8 / 4.5 eV

---

No. 4
The following is a DFT calculation (ωB97M-V with the def2-TZVPD basis set) of a gas-phase ion, C4H3IN3 (charge +1) at a distorted geometry.

```
11
Properties=species:S:1:pos:R:3:forces:R:3:mulliken_charge:R:1
I -3.0346 -0.0273 -0.0132 1.156 0.957 -0.236 0.287
N 0.3360 -1.6618 -0.0542 0.486 0.758 -0.293 0.054
N 1.3015 0.5386 0.0173 -0.048 0.950 0.020 0.300
N 0.9743 1.7977 0.0442 0.230 0.505 -0.027 -0.624
C -0.3540 1.9895 -0.0640 -1.459 -2.262 -0.083 -0.035
C 0.2360 -2.8064 -0.0591 -0.540 0.282 0.253 0.053
C -1.1409 0.8656 -0.1579 3.767 -4.293 0.008 -0.276
C 0.3213 -0.3465 -0.1937 -4.010 3.428 0.408 0.102
H 2.3033 0.4513 0.1615 -0.056 -0.791 -0.183 0.279
H -0.0888 -3.7187 0.3711 0.164 -0.836 0.019 0.400
H -0.8541 2.9179 -0.0520 0.311 1.303 0.113 0.460
```
Positions in Å, forces in eV/Å.

Properties
Net charge: +1
SMILES string: C#[N+]c1[nH]ncc1I
Kohn-Sham gap (spin up / spin down): 7.2 / 7.2 eV

---

No. 5
The following is a DFT calculation (ωB97M-V with the def2-TZVPD basis set) of 2 unconnected molecules or ions with the total composition C2H4NO at a distorted geometry.

```
8
Properties=species:S:1:pos:R:3:forces:R:3:mulliken_charge:R:1
O -0.6284 1.5254 -2.8393 -0.260 0.818 -0.523 -0.324
N -0.8237 0.6055 -2.1868 0.788 2.230 -1.689 0.588
C -0.8461 -0.2980 -1.4484 0.550 -2.980 3.558 -0.169
C 0.4653 0.2803 0.3151 0.011 -1.645 -1.915 -0.518
H 0.2549 1.2844 0.0393 0.105 0.779 0.266 0.367
H -1.2893 -1.2732 -1.6398 0.039 0.127 0.343 0.380
H 1.3858 -0.2155 -0.0669 -0.778 0.583 0.167 0.349
H 0.0441 -0.1751 1.2046 -0.455 0.089 -0.207 0.327
```
Positions in Å, forces in eV/Å.

Properties
Net charge: +1
Kohn-Sham gap: 8.9 eV

---

No. 6
The following is a DFT calculation (ωB97M-V with the def2-TZVPD basis set) of a molecular structure, C2H6N2O at a distorted geometry.

```
11
Properties=species:S:1:pos:R:3:forces:R:3:mulliken_charge:R:1
O -1.0773 -0.3268 0.7875 3.097 -1.781 -0.989 -0.398
N 0.5738 -0.8743 0.3822 -1.827 -1.779 0.487 -0.319
N 0.1294 1.5437 0.6331 -0.081 0.405 0.529 -0.648
C 0.4527 -1.2034 -1.0150 -0.386 0.329 -0.069 -0.621
C -0.9763 0.9471 0.8750 0.798 2.461 -0.212 0.193
H 0.1821 2.5342 0.8427 -0.636 -0.019 -0.184 0.202
H 1.2986 -0.1645 0.4929 -1.166 0.827 0.209 0.350
H -0.3825 -1.8858 -1.1550 0.144 -0.121 -0.073 0.241
H 0.3235 -0.3355 -1.6709 0.015 -0.006 0.045 0.271
H 1.3944 -1.6975 -1.2871 -0.094 -0.022 0.114 0.337
H -1.9185 1.4629 1.1145 0.136 -0.293 0.144 0.391
```
Positions in Å, forces in eV/Å.

Properties
Kohn-Sham gap: 9.7 eV

---

No. 7
The following is a DFT calculation (ωB97M-V with the def2-TZVPD basis set) of C5H4O2 in the gas phase at a distorted geometry.

```
11
Properties=species:S:1:pos:R:3:forces:R:3:mulliken_charge:R:1
O 2.3022 -1.5178 0.7743 -0.466 0.826 -0.425 -0.334
O -0.5036 -1.7764 0.5031 -0.114 0.396 -0.348 -0.491
C 1.2788 0.5317 -0.1855 0.002 -0.107 0.118 -0.845
C -1.2884 -1.0164 -0.0336 0.113 -0.205 0.059 0.063
C -0.0496 1.0962 -0.0376 -0.036 -0.068 -0.005 -0.090
C 1.7340 -0.6105 0.3301 0.508 -0.636 0.315 0.785
C -1.2213 0.4425 0.0658 0.126 0.105 0.068 -0.428
H -2.1484 1.0061 0.1138 0.088 -0.109 -0.144 0.341
H 2.0341 1.0836 -0.7375 -0.028 -0.019 0.179 0.318
H -2.0618 -1.4241 -0.7119 -0.175 0.021 0.243 0.343
H -0.0761 2.1851 -0.0810 -0.018 -0.206 -0.060 0.337
```
Positions in Å, forces in eV/Å.

Properties
SMILES string: O=C=C/C=C\C=O
Kohn-Sham gap: 9.1 eV

---

No. 8
The following is a DFT calculation (ωB97M-V with the def2-TZVPD basis set) of 2 unconnected molecules or ions with the total composition C3H9NO at a distorted geometry.

```
14
Properties=species:S:1:pos:R:3:forces:R:3:mulliken_charge:R:1
O 0.8977 -0.2305 -2.3057 0.083 0.024 -0.095 -0.686
N 0.1035 0.7270 0.3524 -0.775 0.686 -0.358 -0.358
C -0.8275 -0.2521 0.8896 -0.192 -0.890 1.181 -0.154
C -0.6933 -1.6506 0.3095 0.399 -0.463 -0.709 -1.148
C 0.4764 1.6280 1.1457 -0.562 0.330 1.438 -0.405
H -0.7939 -0.3137 1.9916 0.463 0.130 -0.059 0.334
H 0.4107 1.5360 2.2445 -0.421 -0.363 -0.123 0.235
H 0.8146 0.0765 -1.3867 -0.185 0.180 -0.227 0.449
H -1.8329 0.1544 0.7480 0.133 0.035 -0.492 0.306
H 0.4910 0.4675 -2.8322 0.072 -0.114 0.137 0.291
H -0.7294 -2.4733 1.0157 -0.008 0.232 0.572 0.334
H 0.2771 -1.7342 -0.1807 -0.031 -0.068 -0.066 0.302
H 0.6901 2.6607 0.9081 1.080 -0.137 -1.019 0.251
H -1.4379 -1.9286 -0.4343 -0.057 0.417 -0.181 0.248
```
Positions in Å, forces in eV/Å.

Properties
SMILES string: C=NCC.O
Kohn-Sham gap: 10.7 eV

---

Calculated total energy values (in eV) by entry order: -23228.7113; -28026.1102; -10725.8267; -16754.9467; -5663.0557; -7195.6617; -9342.8429; -6793.2711.